C28H28N4O2 | ωB97M-V with the def2-TZVPD basis set

Structure (XYZ):
```
62
Properties=species:S:1:pos:R:3
O -6.223 -1.440 -0.627
O 1.738 2.682 2.077
N -0.008 1.469 1.317
N 4.621 -4.673 3.280
N 3.903 -1.619 0.622
N -2.197 1.759 -0.437
C 4.030 -2.124 4.199
C 2.589 -0.392 2.199
C -0.955 2.547 1.498
C -3.811 0.475 -3.394
C 2.428 1.280 -1.115
C -0.591 0.311 0.686
C 4.732 -4.370 4.563
C 2.205 0.508 1.240
C -5.409 -0.765 -1.485
C 1.303 1.659 1.581
C 4.220 -3.732 2.450
C 4.055 -0.926 -1.641
C -4.635 -0.581 -3.753
C -3.790 0.918 -2.083
C 3.901 -2.430 2.846
C -1.563 2.925 0.148
C 3.560 -0.739 -0.332
C 4.449 -3.112 5.073
C 3.737 -0.041 -2.630
C -2.922 2.072 -1.658
C -6.252 -1.044 0.722
C 2.719 0.378 -0.074
C 2.621 2.033 -3.496
C 3.465 -1.447 1.848
C 2.923 1.084 -2.378
C -5.427 -1.201 -2.812
C -4.590 0.298 -1.129
C -1.217 0.710 -0.651
H -1.723 -0.153 -1.090
H -1.377 -0.082 1.342
H -6.071 -2.025 -3.073
H 2.204 -0.313 3.204
H 4.564 -2.906 6.127
H 4.139 -4.009 1.408
H 0.164 -0.460 0.535
H -6.596 -0.011 0.831
H -0.771 3.333 -0.507
H -3.561 2.937 -1.448
H 3.831 -1.125 4.560
H -0.423 3.392 1.938
H -4.653 -0.924 -4.777
H -2.318 3.700 0.296
H -5.269 -1.151 1.193
H -0.419 1.033 -1.344
H 3.545 2.424 -3.920
H 1.823 2.147 -0.893
H 2.083 1.519 -4.293
H -1.748 2.216 2.176
H -4.542 0.664 -0.117
H 4.120 -0.187 -3.630
H 5.068 -5.173 5.206
H 4.690 -1.778 -1.824
H -2.238 2.350 -2.480
H -6.959 -1.713 1.211
H -3.190 0.954 -4.137
H 2.018 2.868 -3.149
```

Values from the calculation:
* spin multiplicity: 1
* ΔE to the lowest compared entry with this formula, charge and spin: 41.8 kcal per mole
* structure (SMILES): COc1cccc(CN2CCN(C(=O)c3cc(-c4cccnc4)nc4ccc(C)cc34)CC2)c1
* F_max: 0.0147 hartree/bohr
* gap between HOMO and LUMO: 8.47 eV
* LUMO level: -0.00213 Eh